Below is a structure of composition C43H34CuN3P2, with properties calculated with ωB97M-V/def2-TZVPD.

Summary:
Molecular weight, g mol⁻¹: 718.26
E_LUMO, eV: 0.20
HOMO-LUMO gap, eV: 6.71
HOMO, eV: -6.5043

Structure (XYZ):
```
83
Properties=species:S:1:pos:R:3:forces:R:3
Cu 1.2075 -0.1419 0.7907 0.1 -0.3 0.1
C -0.2675 -0.4835 4.7909 0.0 0.0 0.0
C 0.2595 -0.8008 3.5573 0.0 0.0 0.0
N 0.4331 0.1065 2.5936 0.0 0.1 0.0
C 0.0574 1.3875 2.8002 0.0 0.0 0.0
C -0.5794 1.7591 3.9859 0.0 0.0 0.0
C -0.6980 0.8157 4.9935 0.0 0.0 0.0
C -1.1970 3.1140 4.1598 0.0 0.0 0.0
C -1.1719 3.9815 2.8806 0.0 0.0 0.0
C -0.1608 3.6439 1.8411 0.0 0.0 0.0
C 0.3782 2.4077 1.7253 0.0 0.0 0.1
N 1.1418 1.8628 0.7480 0.4 0.2 0.1
C 1.6378 2.3730 -0.3892 0.1 0.0 0.1
C 1.7174 3.6990 -0.8048 0.0 0.0 0.0
C 2.2499 4.0527 -2.0587 0.0 0.0 0.0
C 2.7104 3.1211 -2.9430 0.0 -0.1 0.0
C 2.6647 1.7513 -2.5796 0.2 0.0 0.0
C 3.1122 0.7321 -3.4475 0.0 0.0 0.0
C 3.0326 -0.5769 -3.0703 0.0 0.0 0.0
C 2.4985 -0.8765 -1.8085 0.0 0.0 0.0
N 2.0749 0.0454 -0.9723 0.2 0.1 0.0
C 2.1466 1.3685 -1.3266 0.6 -0.1 0.3
H -0.3619 -1.2410 5.5557 0.0 0.0 0.0
H 0.5640 -1.8108 3.3195 0.0 0.0 0.0
H -1.1553 1.0997 5.9345 0.0 0.0 0.0
H -0.8008 3.5886 5.0598 0.0 0.0 0.0
H -1.1199 5.0402 3.1391 0.0 0.0 0.0
H 0.0400 4.3955 1.0940 0.0 0.0 0.0
H 1.3965 4.4896 -0.1474 0.0 0.0 0.0
H 2.2869 5.1031 -2.3223 0.0 0.0 0.0
H 3.1103 3.4012 -3.9088 0.0 0.0 0.0
H 3.5141 1.0084 -4.4153 0.0 0.0 0.0
H 3.3664 -1.3779 -3.7148 0.0 0.0 0.0
H 2.4157 -1.9034 -1.4774 0.0 0.0 0.0
C -4.9232 -0.2686 0.2525 0.0 0.0 -0.1
P -3.1725 -0.2514 0.8906 0.0 -0.1 0.0
C -2.1885 -0.0017 -0.6412 0.0 0.0 -0.1
C -2.3604 -1.0156 -1.5922 0.0 0.0 0.0
C -1.6292 -1.0378 -2.7665 0.0 0.0 0.0
C -0.6848 -0.0491 -3.0157 0.0 0.0 0.0
C -0.4728 0.9369 -2.0686 -0.5 0.1 -0.3
C -1.2033 0.9534 -0.8845 -0.2 0.0 0.0
C -3.1936 1.2547 1.9267 0.0 0.0 0.1
C -2.8055 2.4936 1.6152 0.0 -0.1 0.0
C -2.6738 3.5923 2.6178 0.0 0.1 0.0
C -2.7699 3.1090 4.0822 0.0 0.0 0.0
C -3.5081 1.8277 4.3002 0.0 0.0 0.0
C -3.6749 0.9689 3.2989 0.0 0.0 0.0
P -5.7734 1.3517 -0.0206 0.0 0.0 0.0
C -7.2402 0.7997 -0.9846 0.0 0.0 0.0
C -7.8757 1.7331 -1.8069 0.0 0.0 0.0
C -9.0211 1.4013 -2.5100 0.0 0.0 0.0
C -9.5650 0.1274 -2.3981 0.0 0.0 0.0
C -8.9519 -0.8046 -1.5776 0.0 0.0 0.0
C -7.7988 -0.4710 -0.8763 0.0 0.0 0.0
C -4.7912 2.0770 -1.3892 0.0 0.0 0.0
C -4.2890 3.3634 -1.2267 0.0 0.0 0.0
C -3.5218 3.9582 -2.2222 0.0 0.0 0.0
C -3.2607 3.2678 -3.3946 0.0 0.0 0.0
C -3.7765 1.9894 -3.5778 0.0 0.0 0.0
C -4.5379 1.4021 -2.5831 0.0 0.0 0.0
H -5.5061 -0.8090 1.0025 0.0 0.0 0.0
H -4.9310 -0.8871 -0.6489 0.0 0.0 0.0
H -3.0750 -1.8114 -1.4075 0.0 0.0 0.0
H -1.7917 -1.8325 -3.4842 0.0 0.0 0.0
H -0.1094 -0.0591 -3.9332 0.0 0.0 0.0
H 0.2704 1.7068 -2.2386 -0.6 -0.1 -0.2
H -0.9658 1.7113 -0.1565 -0.2 0.1 -0.1
H -2.5520 2.7543 0.6001 0.1 -0.1 -0.1
H -3.3160 4.4347 2.3434 0.0 0.0 0.0
H -3.1613 3.8927 4.7315 0.0 0.0 0.0
H -3.8834 1.5929 5.2901 0.0 0.0 0.0
H -4.1785 0.0228 3.4704 0.0 0.0 0.0
H -7.4586 2.7290 -1.9074 0.0 0.0 0.0
H -9.4913 2.1381 -3.1489 0.0 0.0 0.0
H -10.4600 -0.1337 -2.9477 0.0 0.0 0.0
H -9.3668 -1.8001 -1.4811 0.0 0.0 0.0
H -7.3398 -1.2200 -0.2439 0.0 0.0 0.0
H -4.4942 3.8983 -0.3058 0.0 0.0 0.0
H -3.1296 4.9573 -2.0794 0.0 0.0 0.0
H -2.6563 3.7230 -4.1691 0.0 0.0 0.0
H -3.5743 1.4486 -4.4934 0.0 0.0 0.0
H -4.9427 0.4083 -2.7363 0.0 0.0 0.0
```
Forces are in eV/Å.